No. 1
Formula: C44H62Cl3MoN2O2P3SSi
Source: the Open Molecules 2025 dataset
Level of theory: ωB97M-V/def2-TZVPD

The geometry in XYZ format:
```
119
Properties=species:S:1:pos:R:3:forces:R:3:mulliken_spin:R:1
Mo -0.95916 0.65938 -0.92893 0.305 0.135 -0.141 1.196
C -4.43855 3.96042 -1.49280 -0.021 -0.079 0.115 -0.001
C -4.25554 2.50821 -1.04799 0.155 -0.123 -0.249 -0.014
C -4.29568 1.47819 -2.17898 -0.146 0.113 0.026 0.013
P -2.78965 2.22548 0.09911 -0.872 1.102 0.495 -0.046
C -3.84488 1.98765 1.63782 0.426 -0.355 0.063 0.012
C -4.39967 0.56322 1.66388 -0.073 0.024 0.077 0.003
C -3.12768 2.35320 2.93300 -0.086 -0.145 -0.072 -0.015
C -1.21929 2.25710 -2.31890 0.958 -0.442 0.826 -0.059
C -1.61201 3.16696 -3.29787 -0.279 0.064 -0.260 -0.004
C -0.73353 4.20692 -3.57990 -0.215 -0.118 0.041 0.020
C 0.54003 4.25717 -3.01110 0.162 -0.111 0.364 -0.004
C 0.95077 3.28439 -2.10952 0.393 0.278 0.034 0.024
C 0.00084 2.34759 -1.75012 -0.667 -0.296 0.281 -0.143
Si 1.04305 0.93683 0.44999 0.633 -0.110 0.471 0.021
C 2.39731 0.21844 -0.70024 -0.261 0.272 0.048 -0.018
C 3.72874 0.30824 -0.28710 -0.130 0.554 -0.231 0.029
C 4.76135 -0.31110 -0.97623 -0.011 0.083 -0.087 0.000
C 4.47136 -1.06449 -2.09916 -0.012 0.035 0.123 0.001
C 3.15930 -1.14536 -2.55312 -0.105 -0.106 -0.058 -0.004
C 2.11960 -0.49604 -1.89544 -0.043 0.022 0.000 -0.011
P 0.46883 -0.37537 -2.70701 0.405 -0.578 -0.901 0.010
C 0.77495 0.18859 -4.46331 -0.075 0.402 0.258 0.007
C 1.48945 1.52703 -4.60388 -0.086 -0.032 -0.108 0.000
C 1.48196 -0.85194 -5.34398 -0.039 -0.150 0.107 -0.001
C -0.49500 -1.92680 -3.14494 0.052 0.061 0.320 -0.013
C -1.93954 -1.69180 -2.63508 0.301 0.060 -0.344 0.010
C 0.12127 -3.26464 -2.74810 -0.007 0.030 -0.092 -0.003
C 1.77760 1.82647 1.96806 -0.143 0.754 -0.420 0.237
C 1.91960 4.05778 3.26718 -0.045 0.131 0.345 -0.024
C 2.82039 3.71549 4.41693 -0.294 0.349 -0.105 0.344
C 3.14002 2.45908 4.78920 0.146 -0.180 0.129 -0.078
C 2.64430 1.24621 4.25612 0.272 0.144 0.178 0.401
C 1.93178 1.00472 3.06605 -0.330 -0.276 -0.687 -0.002
P 1.12426 -0.61039 2.75198 0.845 0.232 0.656 -0.028
C 0.07662 -0.96828 4.28712 -0.400 0.182 -0.352 -0.022
C 0.48361 -0.38410 5.64034 0.215 0.007 -0.082 0.036
C -1.38151 -0.54878 4.02826 0.098 0.658 0.240 0.007
C 2.42827 -1.94342 2.83296 -0.124 0.086 -0.243 -0.003
C 3.35988 -1.80665 1.63089 -0.160 -0.323 0.200 0.000
C 3.23795 -2.09685 4.11899 -0.140 0.013 0.022 -0.002
H -5.31024 4.02651 -2.14520 -0.002 -0.009 -0.016 0.000
H -3.57670 4.35605 -2.02188 0.045 0.011 -0.056 0.000
H -4.62628 4.60140 -0.62819 0.013 0.021 -0.087 0.000
H -5.11276 2.27465 -0.41434 0.083 -0.033 0.069 -0.002
H -3.47922 1.57993 -2.88667 -0.018 -0.055 0.002 -0.003
H -5.23164 1.59496 -2.72891 0.005 -0.054 -0.007 0.000
H -4.28162 0.46459 -1.76949 -0.004 -0.064 -0.040 0.001
H -4.67354 2.68758 1.50289 0.089 0.046 -0.111 0.000
H -3.61630 -0.15886 1.87932 -0.079 0.013 0.043 -0.003
H -4.86010 0.28562 0.71320 -0.034 -0.029 -0.003 0.000
H -5.16458 0.48374 2.43756 -0.033 -0.005 -0.028 0.000
H -2.09870 1.98995 2.91773 -0.026 -0.035 0.143 0.015
H -3.63802 1.90668 3.78719 -0.001 -0.035 0.011 0.000
H -3.14600 3.43600 3.07885 -0.031 -0.080 0.003 -0.001
H -2.55259 3.11819 -3.83244 -0.012 -0.013 0.090 0.002
H -1.03298 4.97451 -4.28276 0.025 -0.046 -0.035 -0.001
H 1.23401 5.02958 -3.32048 -0.032 -0.018 0.039 0.000
H 1.97784 3.23330 -1.78298 0.085 0.174 0.197 0.004
H 3.96436 0.88225 0.60428 -0.030 -0.047 -0.056 -0.001
H 5.78001 -0.21606 -0.62321 -0.002 -0.003 -0.025 0.000
H 5.26175 -1.57310 -2.63491 -0.026 -0.026 -0.006 0.000
H 2.95444 -1.72778 -3.43890 0.006 -0.008 -0.017 0.000
H -0.25643 0.30789 -4.81718 -0.002 -0.023 -0.030 0.001
H 2.39570 1.56044 -3.99500 0.014 0.024 -0.020 -0.001
H 0.84430 2.35347 -4.33570 0.076 -0.096 -0.065 0.000
H 1.78368 1.66429 -5.64589 0.018 -0.024 0.007 0.000
H 2.56244 -0.73375 -5.28015 -0.004 -0.007 0.010 0.000
H 1.20162 -0.67968 -6.38354 -0.006 0.057 0.022 0.000
H 1.22877 -1.88632 -5.11243 0.067 -0.018 -0.037 0.000
H -0.55383 -1.91318 -4.23198 0.048 0.082 0.018 -0.002
H -2.36975 -2.59692 -2.21929 -0.039 0.056 0.141 0.001
H -2.58971 -1.33811 -3.43379 0.006 0.078 0.030 0.001
H -1.99166 -0.91081 -1.84381 -0.488 -0.418 -0.121 0.001
H 0.35484 -3.31152 -1.69252 0.019 -0.047 0.085 0.001
H 1.04200 -3.44468 -3.30574 -0.007 -0.004 0.010 0.000
H -0.57065 -4.07361 -2.99071 0.008 0.005 -0.006 0.000
H 2.11380 5.11393 3.03367 0.157 -0.135 -0.030 -0.018
H 3.26469 4.54820 4.94728 0.026 -0.024 0.058 -0.003
H 3.80493 2.35704 5.63986 -0.021 -0.035 0.009 0.008
H 2.87029 0.37553 4.85202 -0.051 0.005 0.009 0.019
H 0.13442 -2.05635 4.35432 0.053 0.024 -0.047 -0.001
H 0.58007 0.70071 5.58863 -0.036 -0.014 0.072 -0.022
H 1.40351 -0.80151 6.04471 0.012 0.052 -0.016 -0.001
H -0.31526 -0.61132 6.34889 0.002 -0.022 -0.008 0.001
H -1.55896 0.43456 4.46363 0.056 0.082 0.045 0.001
H -2.07144 -1.24770 4.50382 0.000 0.276 0.157 0.001
H -1.62140 -0.50763 2.96808 -0.090 0.267 0.332 -0.001
H 1.82815 -2.85177 2.71122 -0.006 0.033 -0.034 -0.001
H 3.98750 -0.91976 1.73597 -0.045 -0.179 0.100 0.010
H 2.80606 -1.72952 0.69437 0.058 -0.183 0.156 0.000
H 4.01535 -2.67673 1.56713 0.038 -0.002 0.032 0.000
H 3.95449 -1.28497 4.24492 -0.006 -0.023 0.000 -0.002
H 3.80810 -3.02441 4.04887 0.018 0.011 0.025 0.000
H 2.61062 -2.16855 5.00653 0.050 -0.005 0.010 0.000
C -0.02591 3.98590 4.96880 0.008 0.151 0.119 0.012
C 0.45136 3.95494 3.56176 -0.361 -0.176 -0.383 0.032
C 2.32084 3.24740 1.97469 -0.304 0.152 0.009 0.031
C 1.89318 4.14248 0.85679 -0.255 -0.541 -0.200 0.016
N 0.66141 4.36067 0.56866 0.746 0.665 -1.092 0.004
C -0.42863 4.03239 1.24029 -1.063 -0.929 0.402 0.052
S -2.01121 4.20815 0.44186 0.289 -0.071 0.022 0.020
N -0.47879 3.95166 2.61702 0.676 0.100 0.327 -0.006
C 2.96247 4.95154 0.20822 0.147 -0.193 -0.168 -0.003
H 0.49825 3.24620 5.57174 -0.039 -0.045 0.070 -0.012
H -1.10068 3.81506 5.03530 -0.001 -0.024 0.053 0.001
H 0.19047 4.96619 5.40624 -0.052 -0.053 0.113 0.000
H 3.41592 3.21035 1.96973 0.001 -0.128 0.040 0.008
H -1.43643 3.94945 2.95783 0.266 -0.046 0.026 0.005
H 3.47925 5.53582 0.97789 0.017 0.069 -0.003 0.001
H 2.55546 5.63572 -0.53024 -0.042 0.001 -0.019 0.001
H 3.72048 4.30949 -0.24818 0.087 0.059 -0.038 0.000
Cl -2.63379 -3.66780 0.17111 0.059 0.091 -0.021 0.000
C -1.26914 -2.98517 1.08622 -0.070 -0.355 -0.037 -0.002
Cl -1.72931 -2.89603 2.77516 -0.196 -1.021 -0.790 0.000
Cl 0.13384 -4.04627 0.92551 -0.021 0.172 -0.099 0.000
C -0.99249 -1.58309 0.47780 -0.004 -0.694 0.188 -0.012
O -1.73956 -0.61895 0.75138 -0.112 0.489 -0.289 0.011
O -0.07276 -1.44814 -0.35966 -0.322 0.471 -0.239 -0.039
```
Forces are in eV/Å.

Its relative energy (zero: lowest compared OMol25 entry of this formula, charge and spin) is 640.4 kJ/mol. As for the total charge: +2. The expectation value of S² is 2.06. Its multiplicity is 3. As for the total energy: -139694.2994 eV. As for the HOMO energy (alpha / beta): -11.1 / -11.1 eV.

***

No. 2
Formula: C44H65F2NO21
Source: the Open Molecules 2025 dataset
Level of theory: ωB97M-V/def2-TZVPD

The geometry in XYZ format:
```
133
Properties=species:S:1:pos:R:3:forces:R:3:mulliken_charge:R:1
C -1.39697 -0.45538 -0.37527 -0.096 0.588 -0.172 -1.260
C -0.34958 0.62150 -0.58906 0.110 -0.276 -0.344 -0.153
O -0.08323 1.39275 0.59470 -0.125 0.273 -0.024 -0.334
C -0.99639 2.37753 0.77139 -0.075 -0.704 0.194 0.117
C -1.93185 2.32737 1.71390 0.000 0.032 -0.151 -0.307
C -2.85219 3.47255 1.86953 0.277 -0.097 -0.438 -0.071
O -3.22889 3.82879 2.95600 -0.334 0.076 0.654 -0.651
C -3.23773 4.15654 0.59644 -0.377 0.278 -0.446 -0.156
C -4.51602 4.69174 0.36852 0.566 -0.177 0.125 -0.040
C -5.59434 4.57629 1.42229 -0.379 0.414 -0.441 -1.269
C -6.89381 3.89380 0.98530 0.153 -0.391 0.404 -1.009
C -6.75392 2.39938 0.79076 -0.108 -0.268 -0.423 0.785
C -5.87356 1.59896 1.51916 -0.308 -0.047 -0.319 -0.049
C -5.83635 0.22574 1.29656 0.018 -0.189 -0.015 -0.760
C -6.65986 -0.38226 0.35647 -0.233 0.442 -0.188 -0.575
C -7.52623 0.40722 -0.39573 0.354 0.253 0.437 -0.700
C -7.55924 1.77904 -0.17005 -0.046 -0.125 0.010 -0.518
C -4.74079 5.33399 -0.86489 -0.126 0.178 -0.258 0.184
N -5.95358 6.00576 -1.22578 0.244 -0.416 0.558 -0.650
C -3.72957 5.39310 -1.82161 0.116 -0.211 0.250 0.708
F -3.95277 5.98108 -2.99167 -0.056 0.065 -0.101 -0.295
C -2.47600 4.84698 -1.59067 -0.359 -0.018 0.495 0.560
F -1.55078 4.91626 -2.53558 0.079 0.042 -0.192 -0.337
C -2.23410 4.22124 -0.37911 0.061 0.099 -0.062 0.783
C -0.91735 3.58227 -0.10874 -0.646 -0.196 0.202 -0.041
O 0.12538 3.98938 -0.52967 0.753 -0.046 -0.592 -0.653
H -2.37675 0.02094 -0.38954 -0.187 -0.101 0.174 0.425
H -1.35862 -1.12206 -1.23091 0.017 -0.304 0.037 0.412
H -1.27720 -0.99544 0.55671 0.197 -0.182 0.022 0.223
H 0.60877 0.22966 -0.91141 0.127 -0.213 0.186 0.406
H -0.70410 1.24883 -1.41026 0.123 0.364 0.055 0.219
H -2.02561 1.48837 2.38285 0.139 -0.026 0.285 0.589
H -5.80271 5.57747 1.80486 -0.136 0.094 0.014 0.448
H -5.23265 4.02852 2.27451 0.235 0.103 0.179 0.453
H -7.33705 4.30256 0.08842 -0.018 0.197 -0.192 0.286
H -7.62465 4.06178 1.77826 -0.080 0.033 0.077 0.472
H -5.22854 2.04322 2.26139 0.085 -0.080 0.128 0.512
H -5.15311 -0.39265 1.86096 0.074 0.013 0.118 0.450
H -6.65312 -1.44757 0.18902 0.191 -0.139 0.096 0.403
H -8.15873 -0.03622 -1.14917 -0.093 -0.039 -0.062 0.430
H -8.24856 2.38238 -0.74788 -0.014 0.105 -0.043 0.330
H -6.42303 6.29752 -0.37801 -0.122 0.061 -0.024 0.376
H -6.57440 5.35133 -1.68963 -0.038 0.184 -0.248 0.249
C 1.81705 -5.47717 -2.41132 0.138 0.238 -0.041 -1.015
C 1.72156 -5.71557 -0.91984 -0.222 -0.288 -0.216 -0.191
O 2.59364 -4.84662 -0.18164 0.038 0.004 0.042 -0.400
C 2.16253 -3.59635 -0.03053 0.029 -0.042 0.072 0.776
O 1.11385 -3.15192 -0.42352 -0.055 0.007 -0.068 -0.546
O 3.08578 -2.91534 0.64544 -0.003 -0.006 -0.004 -0.352
C 2.76647 -1.53313 0.82470 0.027 0.273 0.102 -0.507
H 2.85396 -5.55279 -2.74230 -0.014 -0.114 -0.009 0.240
H 1.21927 -6.21014 -2.95290 0.013 -0.039 0.031 0.355
H 1.45965 -4.48251 -2.67460 -0.077 -0.014 0.047 0.295
H 2.05194 -6.72414 -0.67831 0.125 0.064 0.099 0.300
H 0.69854 -5.60721 -0.56003 0.022 0.147 0.013 0.316
H 1.78121 -1.41194 1.26929 -0.031 -0.018 -0.055 0.233
H 2.81276 -1.01395 -0.13182 -0.081 -0.001 -0.005 0.263
H 3.51411 -1.11841 1.49389 0.072 -0.137 -0.004 0.250
C 1.03991 6.58355 0.73324 0.062 0.454 0.063 -1.017
C 1.01921 6.19586 2.19310 -0.233 -0.130 -0.351 0.270
O 2.03961 6.86544 2.95147 0.035 -0.086 0.066 -0.348
C 1.77763 8.13100 3.27149 -0.041 -0.081 0.138 0.699
O 0.76725 8.73515 3.02274 0.016 0.029 -0.050 -0.556
O 2.82450 8.61027 3.94620 0.025 0.002 -0.033 -0.346
C 2.70533 9.98497 4.31643 0.071 0.146 0.096 -0.650
H 2.02930 6.42315 0.30344 -0.036 -0.163 -0.006 0.321
H 0.31781 5.97671 0.19621 0.092 0.110 -0.085 0.015
H 0.78813 7.63538 0.59531 -0.060 -0.011 0.098 0.408
H 1.23379 5.13379 2.28677 0.188 0.029 0.082 -0.043
H 0.04125 6.37585 2.64229 0.053 0.168 0.041 0.361
H 1.77876 10.16460 4.85694 -0.049 -0.012 -0.068 0.303
H 2.74997 10.61858 3.43192 -0.089 0.003 -0.002 0.292
H 3.55121 10.20320 4.96183 0.041 -0.103 -0.030 0.229
C 8.14326 -6.88198 -2.61292 0.104 0.049 -0.217 -1.067
C 6.67686 -7.24264 -2.70222 0.219 -0.033 0.397 -0.241
O 6.10322 -6.82024 -3.95061 -0.104 -0.005 -0.022 -0.328
C 6.38911 -7.58554 -5.00061 -0.062 0.015 0.051 0.776
O 7.04620 -8.59446 -4.99214 0.018 -0.011 -0.018 -0.552
O 5.80681 -7.04757 -6.07436 0.001 0.011 -0.006 -0.334
C 6.07631 -7.73637 -7.29673 -0.038 -0.016 -0.178 -0.646
H 8.28504 -5.81520 -2.79326 -0.058 0.020 0.100 0.324
H 8.53631 -7.12950 -1.62738 -0.014 -0.017 0.007 0.344
H 8.72630 -7.42389 -3.35584 -0.011 -0.088 0.055 0.279
H 6.11387 -6.71828 -1.93195 -0.118 0.087 -0.146 0.304
H 6.51787 -8.31114 -2.55866 0.024 -0.027 -0.170 0.323
H 5.83305 -8.79301 -7.21122 0.064 -0.016 0.052 0.301
H 7.12230 -7.61574 -7.57447 0.019 -0.079 0.037 0.292
H 5.44548 -7.27794 -8.05275 -0.023 0.080 0.077 0.222
C 0.37720 3.69068 4.65919 -0.027 -0.216 0.172 -0.698
C 1.84167 3.48100 4.32368 -0.335 0.294 -0.184 -0.102
O 2.51684 2.78257 5.38163 0.083 -0.046 0.004 -0.389
C 2.30372 1.47056 5.42656 0.155 0.050 -0.068 0.755
O 1.64134 0.82666 4.65373 -0.052 -0.026 0.016 -0.553
O 2.97719 0.97784 6.46834 -0.027 0.005 0.026 -0.358
C 2.80130 -0.42486 6.67210 0.051 -0.147 0.094 -0.615
H 0.27681 4.18845 5.62461 0.039 0.100 -0.050 0.347
H -0.11062 4.29898 3.90037 -0.017 0.018 0.000 0.006
H -0.15215 2.74051 4.72300 0.031 -0.023 -0.082 0.330
H 2.34749 4.44110 4.23675 0.133 -0.057 0.152 0.254
H 1.96881 2.94908 3.37975 -0.018 -0.150 0.085 0.292
H 3.02597 -0.98245 5.76560 -0.068 0.026 -0.040 0.279
H 1.78272 -0.63410 6.99567 -0.022 -0.021 -0.084 0.289
H 3.49644 -0.71056 7.45624 0.018 0.110 0.015 0.219
C 13.25313 -8.85526 0.08964 -0.114 -0.196 0.000 -1.098
C 13.36097 -8.43430 -1.36038 0.111 0.276 0.239 -0.155
O 13.14792 -9.53689 -2.25378 0.007 -0.031 -0.054 -0.368
C 11.87618 -9.89307 -2.42730 0.033 -0.026 -0.074 0.789
O 10.91463 -9.36394 -1.93259 -0.035 0.049 0.056 -0.552
O 11.84606 -10.93663 -3.25496 0.015 -0.002 0.002 -0.347
C 10.53538 -11.45806 -3.49542 -0.125 -0.102 -0.111 -0.519
H 13.92860 -9.68661 0.29523 0.073 0.065 0.002 0.301
H 13.51046 -8.02264 0.74425 0.027 0.015 -0.019 0.361
H 12.24158 -9.18055 0.32867 -0.026 0.068 -0.025 0.303
H 14.36799 -8.08300 -1.57714 0.014 -0.110 -0.112 0.287
H 12.66730 -7.62773 -1.59700 -0.096 -0.089 -0.014 0.288
H 9.85841 -10.67580 -3.83196 -0.003 0.035 0.072 0.204
H 10.14629 -11.92647 -2.59267 -0.039 0.075 0.021 0.283
H 10.64222 -12.20643 -4.27508 0.116 0.012 0.013 0.222
C -14.44826 5.22007 -2.22294 -0.026 -0.136 0.186 -1.095
C -12.98778 5.10301 -2.60224 -0.214 0.191 -0.267 -0.198
O -12.19416 4.59296 -1.51919 0.039 0.010 0.050 -0.349
C -12.27341 3.27807 -1.32358 0.142 0.013 -0.082 0.768
O -12.90610 2.49594 -1.98354 -0.053 -0.005 0.036 -0.556
O -11.50019 2.96948 -0.28058 0.012 0.013 0.039 -0.313
C -11.51982 1.58614 0.07935 0.109 -0.196 0.135 -0.694
H -14.55903 5.81656 -1.31652 0.014 0.080 -0.056 0.295
H -15.00948 5.69497 -3.02741 0.023 0.023 -0.012 0.356
H -14.88333 4.23996 -2.03261 0.022 -0.022 -0.073 0.312
H -12.57420 6.08597 -2.81932 0.109 -0.020 0.116 0.289
H -12.85079 4.47985 -3.48558 -0.006 -0.111 0.079 0.317
H -11.28627 0.95654 -0.77659 -0.090 0.024 -0.050 0.306
H -12.49101 1.31377 0.48935 -0.036 -0.010 -0.096 0.357
H -10.75622 1.45154 0.84053 0.019 0.142 -0.002 0.206
```
Forces are in eV/Å.

Its relative energy (zero: lowest compared OMol25 entry of this formula, charge and spin) is 0.0 kJ/mol. As for the total energy: -96605.2576 eV. As for the HOMO energy: -9.4 eV.

***

> Among the records above, which one has the highest relative energy (zero: lowest compared OMol25 entry of this formula, charge and spin)?

C44H62Cl3MoN2O2P3SSi